Record 1
The following is a quantum chemistry calculation of a structure of composition C44H45N4O2OsP2S, from OMol25.

LUMO = -0.356 hartree
Gap between HOMO and LUMO = 6.96 eV
HOMO energy = -16.65 eV

Geometry as ORCA input:
```
! wB97M-V def2-TZVPD RIJCOSX def2/J DEFGRID3
* xyz 3 1
Os -0.27 -0.41 0.13
C -3.81 3.38 0.31
C -2.46 4.13 0.27
C -2.71 5.63 0.31
C -1.71 3.71 -0.99
C -1.69 4.45 -2.18
C -1.03 4.00 -3.32
C -0.38 2.78 -3.31
C -0.36 2.03 -2.14
P 0.11 0.31 -2.08
C -1.03 -0.56 -3.16
C -0.58 -1.26 -4.28
C -1.50 -1.79 -5.17
C -2.86 -1.62 -4.96
C -3.31 -0.89 -3.86
C -2.40 -0.36 -2.96
C 1.79 0.03 -2.58
C 2.28 -1.28 -2.72
C 3.57 -1.49 -3.15
C 4.39 -0.40 -3.45
C 3.92 0.90 -3.31
C 2.63 1.12 -2.85
C -1.02 2.51 -1.02
O -0.99 1.71 0.15
C -0.88 2.50 1.33
C -0.04 2.03 2.32
C 0.03 2.69 3.54
C -0.72 3.85 3.70
C -1.51 4.33 2.66
C -1.60 3.67 1.44
P 0.81 0.53 1.94
C 2.33 0.80 1.04
C 3.18 -0.29 0.76
C 4.38 -0.07 0.12
C 4.75 1.23 -0.24
C 3.90 2.30 0.01
C 2.69 2.09 0.64
C 1.05 -0.44 3.40
C 2.32 -0.62 3.95
C 2.46 -1.30 5.15
C 1.33 -1.78 5.81
C 0.06 -1.58 5.27
C -0.09 -0.91 4.07
H -4.42 3.67 -0.54
H -4.34 3.63 1.23
H -3.66 2.30 0.28
H -3.34 5.94 -0.52
H -1.78 6.20 0.28
H -3.25 5.91 1.21
H -2.21 5.39 -2.22
H -1.04 4.60 -4.21
H 0.10 2.40 -4.21
H 0.48 -1.37 -4.48
H -1.15 -2.34 -6.04
H -3.57 -2.03 -5.66
H -4.37 -0.74 -3.71
H -2.76 0.21 -2.11
H 1.64 -2.13 -2.51
H 3.94 -2.49 -3.27
H 5.40 -0.57 -3.82
H 4.56 1.74 -3.55
H 2.26 2.13 -2.74
H 0.66 2.32 4.34
H -0.68 4.38 4.64
H -2.06 5.24 2.82
H 2.93 -1.28 1.10
H 5.05 -0.89 -0.08
H 5.71 1.40 -0.71
H 4.20 3.30 -0.27
H 2.04 2.93 0.87
H 3.20 -0.23 3.45
H 3.44 -1.44 5.58
H 1.44 -2.30 6.75
H -0.81 -1.93 5.80
H -1.08 -0.71 3.67
C -2.59 -4.50 0.56
N -1.52 -3.74 -0.07
C -1.83 -3.24 -1.40
C -0.37 -3.47 0.55
N 0.30 -2.30 0.34
N 0.17 -4.38 1.37
C 1.23 -4.06 2.32
C -0.08 -5.82 1.21
H -3.47 -3.86 0.63
H -2.32 -4.81 1.57
H -2.85 -5.38 -0.03
H -2.26 -4.06 -1.97
H -0.92 -2.92 -1.90
H -2.54 -2.42 -1.36
H 1.29 -2.44 0.49
H 1.15 -3.03 2.66
H 2.22 -4.23 1.88
H 1.13 -4.71 3.18
H -0.60 -6.01 0.27
H -0.67 -6.21 2.04
H 0.88 -6.33 1.19
O -2.63 0.20 2.66
S -3.14 -0.41 1.45
N -2.16 -0.76 0.37
*
```

=====

Record 2
The following is a quantum chemistry calculation of a structure of composition C44H45N6SSb2Sc in a non-equilibrium geometry, from OMol25.

LUMO = -0.230 hartree
Gap between HOMO and LUMO = 7.17 eV
HOMO energy = -13.44 eV

Geometry as ORCA input:
```
! wB97M-V def2-TZVPD RIJCOSX def2/J DEFGRID3
* xyz 2 1
Sc 0.52 0.32 0.76
C 5.10 -0.63 4.57
C 4.37 -1.73 3.80
N 2.93 -1.54 3.78
C 2.35 -0.61 3.01
S 0.63 -0.37 3.22
N 3.09 0.10 2.19
N 2.46 0.96 1.36
C 3.05 2.10 1.08
C 4.37 2.49 1.65
C 2.29 3.00 0.22
C 2.84 4.17 -0.31
C 2.06 4.98 -1.12
C 0.75 4.60 -1.37
C 0.28 3.43 -0.81
N 1.01 2.63 -0.03
H 6.17 -0.78 4.49
H 4.82 -0.63 5.62
H 4.85 0.34 4.15
H 4.57 -2.70 4.25
H 4.71 -1.73 2.76
H 2.40 -1.85 4.58
H 4.54 1.93 2.57
H 4.40 3.56 1.87
H 5.18 2.25 0.96
H 3.86 4.43 -0.10
H 2.47 5.88 -1.54
H 0.11 5.20 -2.00
H -0.75 3.12 -0.99
C -3.06 1.56 -1.28
C -2.86 0.50 -2.36
C -1.54 0.55 -3.13
Sb 0.32 0.00 -2.12
C 0.51 -2.04 -2.73
C 1.80 -2.53 -2.91
C 1.99 -3.85 -3.28
C 0.90 -4.68 -3.46
C -0.38 -4.21 -3.25
C -0.58 -2.89 -2.88
C 1.61 0.79 -3.63
C 1.41 0.38 -4.94
C 2.20 0.90 -5.95
C 3.18 1.84 -5.65
C 3.39 2.22 -4.34
C 2.60 1.70 -3.33
Sb -2.31 1.06 0.72
C -3.89 -0.27 1.32
C -5.20 -0.05 0.92
C -6.21 -0.87 1.39
C -5.91 -1.91 2.25
C -4.61 -2.12 2.67
C -3.59 -1.28 2.22
C -2.94 2.72 1.92
C -3.91 2.52 2.89
C -4.30 3.57 3.71
C -3.71 4.81 3.56
C -2.72 5.01 2.61
C -2.32 3.96 1.80
H -4.12 1.71 -1.12
H -2.65 2.52 -1.62
H -3.65 0.65 -3.10
H -3.02 -0.50 -1.93
H -1.37 1.56 -3.52
H -1.60 -0.12 -3.99
H 2.66 -1.87 -2.80
H 2.99 -4.22 -3.45
H 1.05 -5.71 -3.76
H -1.23 -4.85 -3.40
H -1.58 -2.52 -2.73
H 0.66 -0.37 -5.16
H 2.04 0.59 -6.97
H 3.78 2.26 -6.44
H 4.17 2.94 -4.11
H 2.78 2.00 -2.30
H -5.43 0.77 0.26
H -7.23 -0.68 1.08
H -6.70 -2.56 2.60
H -4.38 -2.92 3.35
H -2.58 -1.43 2.58
H -4.37 1.55 3.02
H -5.06 3.40 4.46
H -4.02 5.63 4.20
H -2.25 5.98 2.51
H -1.53 4.12 1.08
N 1.80 -3.92 0.95
C 1.98 -2.61 0.74
N 0.85 -1.96 0.52
C -0.14 -2.94 0.56
C -1.51 -2.86 0.31
C -2.24 -4.03 0.39
C -1.64 -5.26 0.69
C -0.28 -5.36 0.92
C 0.46 -4.18 0.84
H 2.52 -4.60 1.13
H 2.95 -2.15 0.74
H -1.99 -1.92 0.06
H -3.30 -4.01 0.22
H -2.24 -6.15 0.72
H 0.19 -6.30 1.14
*
```

=====

Record 3
The following is a quantum chemistry calculation of a structure of composition C44H45N7O6PbS in a non-equilibrium geometry, from OMol25.

LUMO = 0.010 hartree
Gap between HOMO and LUMO = 8.77 eV
HOMO energy = -8.49 eV

Geometry as ORCA input:
```
! wB97M-V def2-TZVPD RIJCOSX def2/J DEFGRID3
* xyz 0 1
Pb -0.81 0.22 -0.37
O 1.58 3.00 -2.98
C 0.90 2.46 -2.13
N 0.81 1.13 -1.86
C 1.70 0.28 -2.48
O 2.85 0.50 -2.79
C 1.12 -1.09 -2.78
C 1.69 -1.89 -3.77
C 1.09 -3.10 -4.06
C -0.03 -3.49 -3.33
C -0.51 -2.65 -2.34
N 0.05 -1.47 -2.09
C -0.04 3.32 -1.30
C 0.07 4.70 -1.37
C -0.78 5.47 -0.60
C -1.72 4.84 0.20
C -1.76 3.46 0.21
N -0.93 2.72 -0.52
H 2.57 -1.53 -4.29
H 1.48 -3.73 -4.84
H -0.53 -4.43 -3.53
H -1.37 -2.92 -1.74
H 0.82 5.13 -2.03
H -0.72 6.55 -0.63
H -2.42 5.41 0.80
H -2.50 2.92 0.79
C 2.13 -4.04 -0.54
N 1.08 -3.40 0.24
C 0.40 -4.11 1.03
C -0.54 -3.55 2.00
C -1.22 -4.25 2.95
C -2.05 -3.30 3.64
C -1.80 -2.08 3.10
N -0.87 -2.20 2.05
C 3.45 -3.66 0.09
C 3.97 -2.39 -0.15
C 5.13 -1.98 0.50
C 5.76 -2.83 1.40
C 5.24 -4.10 1.63
C 4.09 -4.50 0.98
H 2.09 -3.66 -1.56
H 2.01 -5.13 -0.57
H 0.49 -5.20 1.06
H -1.16 -5.31 3.13
H -2.75 -3.51 4.44
H -2.24 -1.13 3.33
H 3.48 -1.73 -0.86
H 5.53 -0.99 0.30
H 6.66 -2.51 1.90
H 5.74 -4.77 2.32
H 3.68 -5.49 1.16
C -1.26 2.27 3.37
N 0.07 2.81 3.54
C 0.29 3.54 4.77
C 1.45 4.51 4.61
C 2.64 3.75 4.08
N 2.29 3.07 2.85
C 3.36 2.82 1.90
C 1.04 2.58 2.60
O 0.80 1.97 1.55
H -2.00 3.07 3.32
H -1.53 1.62 4.21
H -1.31 1.69 2.45
H 0.49 2.85 5.60
H -0.62 4.08 5.02
H 1.68 4.99 5.56
H 1.17 5.29 3.90
H 3.01 3.04 4.83
H 3.46 4.44 3.86
H 3.79 3.76 1.57
H 2.96 2.29 1.04
H 4.14 2.22 2.36
C 0.37 -1.33 2.26
C 0.93 -1.63 3.64
C 1.66 -2.78 3.93
C 2.00 -3.09 5.24
C 1.68 -2.22 6.28
C 0.99 -1.05 5.99
C 0.61 -0.77 4.69
H 1.05 -1.60 1.47
H 0.07 -0.29 2.24
H 1.97 -3.44 3.14
H 2.50 -4.02 5.46
H 1.95 -2.46 7.30
H 0.74 -0.36 6.79
H 0.05 0.13 4.47
C -3.88 -5.95 -1.41
C -3.88 -4.45 -1.41
C -3.70 -3.74 -0.23
C -3.71 -2.35 -0.22
C -3.89 -1.66 -1.41
C -4.07 -2.35 -2.60
C -4.07 -3.74 -2.60
S -3.68 0.10 -1.46
O -4.80 0.70 -2.12
O -2.37 0.24 -2.17
O -3.48 0.51 -0.06
H -3.49 -6.35 -0.48
H -3.27 -6.35 -2.23
H -4.89 -6.34 -1.55
H -3.55 -4.27 0.70
H -3.56 -1.80 0.70
H -4.20 -1.81 -3.53
H -4.21 -4.28 -3.52
*
```

=====

Record 4
The following is a quantum chemistry calculation of a structure of composition C44H46As2N3O2RuS3 in a non-equilibrium geometry, from OMol25.

LUMO (spin up / spin down) = 0.021 / -0.040 hartree
Expectation value of S² = 8.771
Gap between HOMO and LUMO (spin up / spin down) = 7.69 / 6.35 eV
HOMO energy (spin up / spin down) = -7.12 / -7.44 eV

Geometry as ORCA input:
```
! wB97M-V def2-TZVPD RIJCOSX def2/J DEFGRID3
* xyz 0 6
Ru -0.19 -0.21 -0.20
N 0.26 1.65 1.49
C 1.62 2.11 1.78
C 2.36 2.41 0.48
C 2.81 1.08 -0.14
O 3.97 0.73 0.01
O 1.90 0.43 -0.79
H -0.30 2.42 1.13
H -0.19 1.33 2.34
H 2.15 1.32 2.32
H 1.61 3.00 2.42
H 3.25 3.01 0.67
H 1.68 2.94 -0.20
S -2.07 1.60 -0.59
C -3.67 0.97 -0.22
C -4.71 1.89 -0.03
C -6.00 1.44 0.24
C -6.26 0.08 0.32
C -5.24 -0.83 0.13
C -3.94 -0.40 -0.14
As -2.49 -1.63 -0.51
C -2.83 -1.96 -2.39
C -2.19 -3.04 -3.00
C -2.27 -3.23 -4.37
C -2.99 -2.33 -5.15
C -3.63 -1.25 -4.55
C -3.55 -1.06 -3.17
C -3.21 -3.24 0.33
C -3.91 -4.22 -0.36
C -4.45 -5.31 0.32
C -4.29 -5.42 1.69
C -3.58 -4.45 2.38
C -3.04 -3.37 1.71
H -4.50 2.94 -0.09
H -6.79 2.16 0.38
H -7.27 -0.27 0.53
H -5.44 -1.89 0.19
H -1.62 -3.73 -2.40
H -1.77 -4.07 -4.83
H -3.05 -2.45 -6.22
H -4.20 -0.55 -5.15
H -4.04 -0.21 -2.71
H -4.04 -4.14 -1.43
H -5.00 -6.06 -0.23
H -4.72 -6.26 2.22
H -3.45 -4.54 3.46
H -2.47 -2.62 2.25
S -0.02 -1.30 2.07
C 0.86 -2.83 2.08
C 0.99 -3.46 3.33
C 1.66 -4.66 3.43
C 2.21 -5.26 2.30
C 2.09 -4.63 1.08
C 1.42 -3.41 0.95
As 1.24 -2.57 -0.81
C 0.87 -4.25 -1.77
C -0.07 -5.14 -1.24
C -0.32 -6.35 -1.86
C 0.35 -6.69 -3.03
C 1.26 -5.80 -3.58
C 1.50 -4.58 -2.96
C 3.10 -2.34 -1.31
C 4.16 -2.59 -0.45
C 5.46 -2.37 -0.86
C 5.73 -1.90 -2.14
C 4.67 -1.65 -3.01
C 3.37 -1.87 -2.59
H 0.56 -2.98 4.20
H 1.74 -5.14 4.40
H 2.74 -6.20 2.38
H 2.52 -5.09 0.20
H -0.58 -4.89 -0.31
H -1.04 -7.04 -1.43
H 0.17 -7.65 -3.50
H 1.78 -6.06 -4.49
H 2.21 -3.89 -3.41
H 3.96 -2.92 0.56
H 6.28 -2.54 -0.17
H 6.75 -1.73 -2.45
H 4.87 -1.29 -4.01
H 2.54 -1.68 -3.26
C 3.50 2.95 -4.51
C 2.84 2.52 -3.21
N 1.97 1.36 -3.40
C 0.66 1.24 -3.17
S 0.00 -0.34 -2.98
N -0.18 2.27 -3.12
C -0.01 3.67 -3.47
C 0.07 4.58 -2.24
H 4.06 3.88 -4.36
H 2.75 3.13 -5.29
H 4.18 2.19 -4.87
H 2.27 3.34 -2.78
H 3.60 2.24 -2.48
H 2.44 0.48 -3.36
H -1.10 2.01 -2.79
H -0.88 3.95 -4.06
H 0.87 3.79 -4.11
H -0.71 4.30 -1.54
H -0.07 5.62 -2.54
H 1.04 4.49 -1.74
*
```